(1)
# C37H45F3N2O8S2

2 unconnected molecules or ions with the total composition C37H45F3N2O8S2 in a non-equilibrium geometry (wB97M-V/def2-TZVPD, OMol25).

The geometry in ORCA input format:
```
! wB97M-V def2-TZVPD RIJCOSX def2/J DEFGRID3
* xyz 0 1
C -2.80 -0.57 4.85
C -3.29 0.86 4.36
C -4.62 0.83 3.52
C -4.60 -0.16 2.29
C -3.28 -0.13 1.43
C -3.21 -1.32 0.35
C -2.05 -2.32 0.78
C -0.70 -1.91 0.03
C 0.13 -0.81 0.80
C 1.14 0.03 -0.13
C 1.65 -0.89 -1.27
C 2.75 -1.83 -1.02
C 3.48 -2.02 0.35
O 3.97 -0.82 0.94
C 4.60 0.05 -0.01
O 5.35 1.01 0.75
C 4.50 2.05 1.24
C 4.60 3.31 0.28
O 3.60 3.23 -0.77
C 3.18 -2.67 -2.13
C 2.56 -2.64 -3.46
S 3.28 -3.77 -4.69
O 4.67 -4.00 -4.25
O 3.32 -3.27 -6.05
C 2.43 -5.42 -4.50
F 3.38 -6.38 -4.62
F 1.38 -5.61 -5.32
F 1.97 -5.52 -3.20
C 1.44 -1.73 -3.71
C 1.02 -0.85 -2.60
C -0.16 0.11 -2.95
O -0.95 0.52 -2.12
C -0.40 0.59 -4.42
C 0.03 -0.35 -5.46
C -0.16 -0.09 -6.89
C -0.81 1.18 -7.22
C -1.22 2.15 -6.19
S -1.96 3.69 -6.82
C -1.03 1.89 -4.74
N -1.40 2.81 -3.69
C -0.65 4.09 -3.82
C -2.84 3.00 -3.59
C -3.72 1.97 -2.77
O -3.44 3.93 -4.07
C 0.72 -1.69 -5.07
O 0.62 -2.62 -5.84
H -1.98 -0.40 5.62
H -2.34 -1.18 4.03
H -3.62 -1.19 5.30
H -3.31 1.58 5.22
H -2.48 1.24 3.68
H -4.78 1.86 3.09
H -5.45 0.50 4.20
H -4.76 -1.23 2.59
H -5.45 0.09 1.59
H -2.43 -0.31 2.13
H -3.09 0.85 0.91
H -4.20 -1.84 0.23
H -2.96 -0.83 -0.63
H -2.33 -3.31 0.31
H -1.92 -2.39 1.89
H -1.00 -1.63 -1.01
H -0.04 -2.82 -0.07
H 0.76 -1.34 1.57
H -0.48 -0.05 1.34
H 0.66 0.97 -0.50
H 1.95 0.37 0.56
H 2.76 -2.51 1.05
H 4.33 -2.75 0.21
H 5.31 -0.48 -0.69
H 3.79 0.62 -0.55
H 4.80 2.42 2.26
H 3.42 1.78 1.31
H 5.64 3.32 -0.16
H 4.39 4.25 0.85
H 2.93 3.91 -0.59
H 4.01 -3.39 -1.95
H 0.14 -0.79 -7.70
H -0.99 1.39 -8.30
H -3.31 3.42 -6.82
H -0.34 4.51 -2.83
H -1.15 4.86 -4.46
H 0.32 3.83 -4.34
H -4.52 2.61 -2.29
H -3.15 1.48 -1.94
H -4.21 1.26 -3.47
N -0.56 -0.21 7.78
C -1.03 0.78 8.54
C -0.39 1.27 9.66
C 0.82 0.70 10.02
C 1.34 -0.33 9.26
C 0.61 -0.75 8.15
H -1.98 1.19 8.22
H -0.82 2.08 10.24
H 1.36 1.05 10.90
H 2.28 -0.80 9.51
H 0.97 -1.55 7.52
*
```

SMILES string: CCCCCCCCCCc1c(COCOCCO)cc(S(=O)(=O)C(F)(F)F)c2c1C(=O)c1c(ccc(S)c1N(C)C(C)=O)C2=O.c1ccncc1
Maximum force in eV/Å: 5.02
Highest occupied orbital energy in eV: -9.195
Relative energy (zero: lowest compared OMol25 entry of this formula, charge and spin) in eV: 0.000

(2)
# C2ClF3

2 unconnected molecules or ions with the total composition C2ClF3 in a non-equilibrium geometry (wB97M-V/def2-TZVPD, OMol25).

The geometry in ORCA input format:
```
! wB97M-V def2-TZVPD RIJCOSX def2/J DEFGRID3
* xyz 0 1
C 0.49 0.55 0.12
C -0.51 -0.30 -0.12
F 0.41 1.79 0.34
F 1.69 0.11 0.26
F -0.29 -1.53 -0.41
Cl -3.05 -0.07 -0.08
*
```

Maximum force in eV/Å: 3.78
Highest occupied orbital energy (spin up / spin down) in eV: -10.561 / -10.580
Relative energy (zero: lowest compared OMol25 entry of this formula, charge and spin) in eV: 3.314

(3)
# C16H19F3N3O3Pt

A molecular structure, C16H19F3N3O3Pt (wB97M-V/def2-TZVPD, OMol25).

The geometry in ORCA input format:
```
! wB97M-V def2-TZVPD RIJCOSX def2/J DEFGRID3
* xyz -1 3
Pt 0.36 0.15 -0.20
C 0.04 -1.55 -4.10
C -0.25 -0.68 -2.90
O 0.68 -0.74 -1.97
C -1.40 0.14 -2.92
C -1.93 1.02 -2.02
C -3.21 1.76 -2.23
N -1.26 1.19 -0.79
N -1.81 1.97 0.10
C -1.15 1.93 1.27
O -0.13 1.18 1.49
C -1.62 2.80 2.36
C -2.78 3.57 2.22
C -3.21 4.37 3.27
C -2.50 4.41 4.46
C -1.35 3.64 4.60
C -0.91 2.84 3.56
H 0.86 -2.22 -3.86
H 0.33 -0.95 -4.97
H -0.83 -2.14 -4.38
H -1.98 0.02 -3.83
H -3.62 1.53 -3.21
H -3.07 2.85 -2.16
H -3.95 1.50 -1.47
H -3.33 3.52 1.29
H -4.11 4.96 3.16
H -2.84 5.04 5.28
H -0.79 3.67 5.53
H -0.02 2.24 3.65
C 0.28 -2.86 3.02
N -0.82 -2.74 2.09
C -0.95 -3.77 1.08
C -1.55 -1.60 1.98
O -2.44 -1.42 1.18
H 0.14 -3.75 3.65
H 0.31 -1.98 3.66
H 1.23 -2.93 2.50
H -1.02 -4.75 1.56
H -0.09 -3.76 0.41
H -1.86 -3.57 0.51
H -1.26 -0.85 2.73
F 1.96 -2.19 0.35
C 1.98 -0.82 0.50
F 3.17 -0.45 -0.06
F 2.19 -0.65 1.86
*
```

Maximum force in eV/Å: 0.33
Highest occupied orbital energy (spin up / spin down) in eV: -1.685 / -5.246
Relative energy (zero: lowest compared OMol25 entry of this formula, charge and spin) in eV: 0.000

(4)
# C4H7NO

A single C4H7NO molecule (wB97M-V/def2-TZVPD, OMol25).

The geometry in ORCA input format:
```
! wB97M-V def2-TZVPD RIJCOSX def2/J DEFGRID3
* xyz 0 1
C -1.68 -0.46 0.04
C -0.30 0.09 0.03
C 1.81 -0.67 -0.08
N 0.72 -0.48 -0.77
C 0.06 1.37 0.53
O 1.17 1.91 0.51
H -2.11 -0.53 -0.96
H -1.70 -1.47 0.49
H -2.32 0.18 0.66
H 2.78 -0.47 -0.51
H 1.68 -1.02 0.93
H 0.71 -0.37 -1.79
H -0.82 1.93 0.90
*
```

Maximum force in eV/Å: 0.49
Highest occupied orbital energy (spin up / spin down) in eV: -7.481 / -7.480
Relative energy (zero: lowest compared OMol25 entry of this formula, charge and spin) in eV: 3.228

(5)
# C21H33FeN4PS

A molecular structure, C21H33FeN4PS (wB97M-V/def2-TZVPD, OMol25).

The geometry in ORCA input format:
```
! wB97M-V def2-TZVPD RIJCOSX def2/J DEFGRID3
* xyz 1 2
Fe 0.23 0.21 0.30
C 2.27 0.67 0.89
C 1.39 0.91 1.97
C 0.44 1.90 1.55
C 0.75 2.27 0.22
C 1.83 1.46 -0.23
C 2.47 1.49 -1.58
C 0.11 3.41 -0.51
C -0.59 2.58 2.39
C 1.52 0.35 3.35
C 3.52 -0.14 0.91
H 3.38 2.11 -1.56
H 1.79 1.90 -2.32
H 2.77 0.49 -1.90
H -0.95 3.48 -0.28
H 0.23 3.33 -1.59
H 0.59 4.33 -0.17
H -1.55 2.63 1.89
H -0.27 3.61 2.58
H -0.71 2.10 3.36
H 0.55 0.25 3.84
H 2.12 1.02 3.97
H 2.01 -0.62 3.35
H 3.71 -0.63 -0.05
H 3.52 -0.89 1.70
H 4.36 0.53 1.10
C -1.72 -0.91 -3.29
C -0.78 -0.65 -2.17
N -0.91 0.27 -1.27
N -1.90 1.19 -1.26
C -2.03 1.99 -2.34
N -3.09 2.82 -2.24
S -0.97 2.14 -3.65
C 0.27 -1.61 -1.84
C 0.66 -2.65 -2.68
C 1.58 -3.58 -2.23
C 2.07 -3.46 -0.94
C 1.66 -2.40 -0.17
N 0.80 -1.47 -0.61
H -2.65 -0.38 -3.13
H -1.31 -0.55 -4.24
H -1.92 -1.98 -3.36
H -3.80 2.64 -1.55
H -3.31 3.40 -3.03
H 0.24 -2.72 -3.68
H 1.89 -4.39 -2.87
H 2.77 -4.18 -0.53
H 2.03 -2.26 0.84
C -2.52 -0.18 2.49
P -1.35 -1.07 1.43
C -2.45 -1.95 0.28
C -0.71 -2.40 2.49
H -3.29 -0.86 2.85
H -2.99 0.62 1.92
H -2.01 0.26 3.35
H -3.17 -2.54 0.85
H -1.87 -2.61 -0.36
H -2.98 -1.22 -0.33
H -1.54 -2.93 2.96
H -0.07 -2.00 3.27
H -0.14 -3.11 1.89
*
```

Maximum force in eV/Å: 0.08
Highest occupied orbital energy (spin up / spin down) in eV: -9.972 / -10.003
Relative energy (zero: lowest compared OMol25 entry of this formula, charge and spin) in eV: 0.331

(6)
# C18H18ClN3O2

A single C18H18ClN3O2 molecule in a non-equilibrium geometry (wB97M-V/def2-TZVPD, OMol25).

The geometry in ORCA input format:
```
! wB97M-V def2-TZVPD RIJCOSX def2/J DEFGRID3
* xyz 0 1
C -0.50 -2.35 1.32
C -1.54 -1.48 0.68
N -1.52 -0.21 0.61
N -0.48 0.49 1.13
C -0.40 1.83 0.98
O -1.20 2.55 0.43
C 0.91 2.37 1.60
N 2.06 2.02 0.79
C 2.64 0.80 0.84
O 2.25 -0.07 1.60
C 3.80 0.60 -0.08
C 4.83 -0.22 0.36
C 5.92 -0.44 -0.45
C 6.00 0.14 -1.71
C 4.96 0.94 -2.15
C 3.86 1.17 -1.35
H 3.04 1.77 -1.72
H 5.00 1.37 -3.14
H 6.86 -0.04 -2.34
Cl 7.21 -1.45 0.10
H 4.76 -0.68 1.34
H 2.37 2.69 0.10
H 0.85 3.46 1.67
H 1.05 1.94 2.60
H 0.30 0.01 1.58
C -2.73 -2.18 0.08
C -3.79 -1.22 -0.38
C -4.86 -0.90 0.45
C -5.83 0.00 0.04
C -5.73 0.61 -1.20
C -4.66 0.30 -2.03
C -3.70 -0.60 -1.62
H -2.86 -0.83 -2.26
H -4.57 0.78 -3.00
H -6.48 1.31 -1.52
H -6.66 0.23 0.69
H -4.94 -1.37 1.42
H -2.38 -2.78 -0.76
H -3.14 -2.86 0.83
H 0.51 -2.04 1.05
H -0.63 -3.38 1.03
H -0.58 -2.28 2.41
*
```

SMILES string: C/C(Cc1ccccc1)=N\NC(=O)CNC(=O)c1cccc(Cl)c1
Maximum force in eV/Å: 1.26
Highest occupied orbital energy in eV: -8.777
Relative energy (zero: lowest compared OMol25 entry of this formula, charge and spin) in eV: 1.357

(7)
# C24H37F18O15PS2Si2

A molecular structure, C24H37F18O15PS2Si2 in a non-equilibrium geometry (wB97M-V/def2-TZVPD, OMol25).

The geometry in ORCA input format:
```
! wB97M-V def2-TZVPD RIJCOSX def2/J DEFGRID3
* xyz 0 1
O 1.30 -6.86 8.69
P 2.26 -5.58 8.55
O 2.42 -5.37 6.97
S 3.94 -5.84 9.44
Si 1.13 -3.84 9.46
O -0.27 -4.41 10.16
Si -1.73 -4.04 9.44
S -2.30 -5.52 8.01
H 1.36 -7.15 9.61
H 1.55 -5.19 6.59
H 2.00 -3.32 10.52
H 0.90 -2.77 8.48
H -2.74 -4.04 10.50
H -1.67 -2.73 8.78
H -3.11 -6.25 8.77
C -0.79 -3.30 0.98
C -0.91 -4.38 2.03
O -0.42 -3.92 3.32
C -1.27 -3.21 4.03
O -2.38 -2.90 3.75
C -0.60 -2.84 5.37
F 0.66 -2.42 5.20
F -0.56 -3.93 6.17
F -1.28 -1.88 5.98
H 0.23 -2.94 0.93
H -1.08 -3.68 0.01
H -1.42 -2.45 1.22
H -0.29 -5.23 1.78
H -1.93 -4.73 2.13
C -0.07 2.90 0.98
C -0.14 2.75 -0.53
O 0.68 1.64 -0.97
C 0.19 0.43 -0.83
O -0.85 0.11 -0.35
C 1.19 -0.59 -1.40
F 2.44 -0.33 -1.02
F 1.15 -0.57 -2.74
F 0.86 -1.81 -0.99
H 0.95 3.00 1.33
H -0.64 3.78 1.29
H -0.50 2.02 1.46
H 0.26 3.62 -1.04
H -1.17 2.61 -0.86
C -2.82 -1.80 -2.89
C -3.57 -0.74 -2.12
O -4.55 -0.08 -2.96
C -5.70 -0.73 -3.09
O -5.99 -1.77 -2.58
C -6.67 0.07 -3.97
F -6.06 0.54 -5.06
F -7.15 1.11 -3.28
F -7.69 -0.70 -4.34
H -2.36 -1.38 -3.78
H -2.04 -2.24 -2.27
H -3.49 -2.60 -3.21
H -2.89 0.04 -1.79
H -4.06 -1.14 -1.24
C 5.71 -6.17 -2.46
C 5.01 -5.21 -3.40
O 3.58 -5.29 -3.25
C 3.06 -4.61 -2.25
O 3.64 -3.94 -1.46
C 1.53 -4.77 -2.26
F 1.17 -6.04 -2.46
F 1.00 -4.03 -3.24
F 1.02 -4.36 -1.10
H 5.35 -7.18 -2.61
H 6.79 -6.15 -2.64
H 5.53 -5.90 -1.42
H 5.21 -5.47 -4.43
H 5.34 -4.18 -3.24
C 3.17 8.84 -3.22
C 3.87 7.49 -3.19
O 3.83 6.92 -1.87
C 2.71 6.29 -1.55
O 1.74 6.14 -2.23
C 2.86 5.71 -0.13
F 3.40 6.60 0.70
F 3.64 4.62 -0.16
F 1.67 5.35 0.37
H 3.61 9.50 -2.47
H 3.29 9.30 -4.20
H 2.11 8.74 -3.01
H 4.92 7.60 -3.42
H 3.43 6.80 -3.91
C -2.19 4.30 -5.51
C -3.24 5.27 -4.99
O -2.66 6.15 -4.01
C -1.99 7.18 -4.49
O -1.83 7.47 -5.64
C -1.41 8.01 -3.33
F -0.87 7.21 -2.42
F -2.37 8.75 -2.76
F -0.47 8.84 -3.79
H -1.74 3.76 -4.68
H -2.65 3.59 -6.19
H -1.40 4.83 -6.04
H -4.03 4.75 -4.48
H -3.68 5.85 -5.80
*
```

Maximum force in eV/Å: 1.20
Highest occupied orbital energy in eV: -8.755

(8)
# C4H15N2O

2 unconnected molecules or ions with the total composition C4H15N2O in a non-equilibrium geometry (wB97M-V/def2-TZVPD, OMol25).

The geometry in ORCA input format:
```
! wB97M-V def2-TZVPD RIJCOSX def2/J DEFGRID3
* xyz 1 1
C 0.09 1.10 -1.39
N 0.62 1.43 -0.05
C 2.08 1.06 0.32
C 0.05 -0.41 -1.40
N -0.60 -1.00 -0.18
C -1.99 -1.54 -0.37
H -0.88 1.55 -1.50
H 0.71 1.57 -2.27
H 0.26 2.32 0.24
H 2.78 1.61 -0.35
H 2.31 1.47 1.29
H 2.04 -0.07 0.09
H -0.28 -0.74 -2.36
H 1.06 -0.83 -1.61
H -0.73 -0.23 0.63
H 0.01 -1.72 0.18
H -2.38 -1.04 -1.21
H -2.00 -2.72 -0.46
H -2.62 -1.24 0.37
H -0.77 -0.68 3.14
H 0.20 0.26 3.85
O 0.04 -0.16 3.04
*
```

Maximum force in eV/Å: 3.80
Highest occupied orbital energy in eV: -12.662
Relative energy (zero: lowest compared OMol25 entry of this formula, charge and spin) in eV: 2.776

Table of DFT total energy (a.u.), in record order: -3244.0714, -835.8333, -1430.0322, -286.5130, -3042.1136, -1471.6738, -5579.9063, -345.8437